No. 1
12
Properties=species:S:1:pos:R:3 method="wB97M-V/def2-TZVPD" energy_ev=-9677.609 e_lumo_ev=0.978 homo_lumo_gap_ev=12.63 homo_ev=-11.651 de_lowest_kcal_mol=49.7
F -2.35 -0.07 -0.36
F 2.29 -0.08 -0.37
C -1.08 -0.02 0.21
C 0.03 1.09 -0.15
C 0.01 -1.02 -0.13
C 0.90 -0.02 0.26
H 0.02 2.27 0.08
H 0.06 -2.15 0.11
H -0.09 0.97 -1.24
H 0.14 -1.00 -1.17
H 1.15 0.16 1.40
H -1.09 -0.14 1.37

No. 2
14
Properties=species:S:1:pos:R:3 method="wB97M-V/def2-TZVPD" energy_ev=-12658.229 e_lumo_ev=0.902 homo_lumo_gap_ev=10.11 homo_ev=-9.206 de_lowest_kcal_mol=44.0
F -0.24 -2.15 0.50
F 0.30 -0.48 1.87
N 0.13 1.21 -0.74
N 1.45 0.85 -0.60
C 1.70 -0.57 -0.16
C -2.04 0.56 0.11
C 0.27 -0.85 0.54
C -0.54 0.26 -0.21
H -1.99 0.41 1.34
H -2.35 1.65 -0.22
H 1.78 -1.12 -1.11
H 1.80 0.98 -1.61
H 2.59 -0.65 0.52
H -2.87 -0.10 -0.23